This record from OMol25 describes a gas-phase ion, C3H7N4 (charge +1) in a non-equilibrium geometry. The level of theory is the ωB97M-V functional and the def2-TZVPD basis.

ORCA input file:
```
! RIJCOSX wB97M-V def2-TZVPD def2/J DEFGRID3
* xyz 1 3
C -2.46624 -0.26166 -0.02706
C 0.90673 -0.17523 -0.26117
C 1.59138 1.12712 -0.41768
N -1.42916 -0.36341 -0.99095
N -0.20849 -0.36747 -0.80789
N -2.41875 0.64249 0.83171
N 1.61500 -1.17166 0.54976
H -3.15608 -0.99880 -0.18305
H 2.38436 1.14103 -1.15260
H 2.05355 1.21773 0.52671
H 0.95906 1.99201 -0.67800
H -3.05995 0.73645 1.53722
H 0.83336 -1.83438 0.83389
H 2.39522 -1.68422 0.23911
*
```

The calculated total energy comes out at -337.07758 hartree. Its energy relative to the best compared isomer or geometry (same formula, charge and spin) is 171.24 kJ/mol. Its frontier orbital gap (spin up / spin down) is 0.331 / 0.265 Eh.